{
  "formula": "C16H24AsF7MnO12",
  "method": "ωB97M-V with the def2-TZVPD basis set",
  "symbols": ["Mn", "As", "F", "F", "F", "F", "F", "F", "F", "C", "C", "C", "O", "C", "O", "O", "H", "H", "H", "H", "H", "H", "C", "C", "C", "O", "C", "O", "O", "H", "H", "H", "H", "H", "H", "C", "C", "C", "O", "C", "O", "O", "H", "H", "H", "H", "H", "H", "C", "C", "C", "O", "C", "O", "O", "H", "H", "H", "H", "H", "H"],
  "positions_angstrom": [[0.37, 0.00, 0.21], [-3.38, 0.68, -0.45], [-3.85, -0.59, 0.65], [-1.61, 0.12, -0.64], [-2.81, 2.00, -1.51], [-5.10, 1.35, -0.24], [-2.77, 1.64, 0.91], [-3.96, -0.41, -1.80], [2.15, 0.45, 1.17], [-2.36, -1.12, 5.90], [-1.49, -1.65, 4.74], [-2.48, -2.14, 3.61], [-1.94, -1.59, 2.51], [-1.18, -0.50, 2.84], [-0.59, 0.15, 2.05], [-0.96, -0.47, 4.20], [-3.14, -1.82, 6.20], [-3.08, -0.36, 5.60], [-1.76, -0.76, 6.73], [-0.72, -2.33, 5.10], [-3.52, -1.84, 3.80], [-2.53, -3.20, 3.39], [-0.16, -5.92, 2.69], [0.90, -4.93, 2.13], [1.51, -5.37, 0.81], [1.25, -4.21, 0.04], [0.66, -3.26, 0.78], [0.33, -2.14, 0.35], [0.26, -3.75, 1.98], [-0.15, -5.82, 3.77], [0.18, -6.95, 2.52], [-1.18, -5.70, 2.38], [1.62, -4.57, 2.87], [0.90, -6.21, 0.47], [2.55, -5.69, 0.83], [3.56, 1.48, -4.71], [2.02, 1.44, -4.64], [1.37, 0.27, -5.25], [1.02, -0.54, -4.03], [1.05, 0.20, -2.97], [0.80, -0.22, -1.80], [1.49, 1.39, -3.29], [3.85, 1.28, -5.74], [3.90, 0.60, -4.17], [4.02, 2.40, -4.35], [1.52, 2.23, -5.21], [2.13, -0.35, -5.74], [0.46, 0.43, -5.84], [2.03, 6.29, -1.29], [0.80, 5.50, -1.14], [0.17, 4.91, -2.38], [-0.60, 3.84, -1.88], [0.14, 3.34, -0.79], [0.10, 2.18, -0.40], [0.88, 4.31, -0.31], [2.54, 6.33, -0.32], [1.77, 7.25, -1.74], [2.80, 5.93, -1.97], [0.07, 6.16, -0.67], [0.74, 4.72, -3.29], [-0.63, 5.61, -2.66]],
  "nbo_charge": [1.658, 2.793, -0.610, -0.688, -0.604, -0.611, -0.628, -0.598, 0.003, -0.638, 0.052, -0.086, -0.442, 1.048, -0.670, -0.459, 0.226, 0.233, 0.231, 0.203, 0.203, 0.206, -0.637, 0.052, -0.094, -0.445, 1.028, -0.706, -0.453, 0.227, 0.227, 0.239, 0.194, 0.205, 0.221, -0.630, 0.052, -0.087, -0.454, 1.048, -0.736, -0.472, 0.235, 0.220, 0.242, 0.213, 0.218, 0.230, -0.641, 0.072, -0.111, -0.466, 1.041, -0.689, -0.467, 0.244, 0.242, 0.216, 0.201, 0.190, 0.214],
  "lumo_energy_ev": [-2.374, -9.427],
  "gap_ev": [11.042, 4.165],
  "total_energy_ev": -152726.727,
  "spin_multiplicity": 7,
  "charge": 1,
  "s_squared": 12.0049,
  "de_lowest_kj_mol": 136.66
}

{
  "formula": "C3H4N2O2",
  "method": "ωB97M-V with the def2-TZVPD basis set",
  "symbols": ["N", "C", "C", "O", "C", "O", "N", "H", "H", "H", "H"],
  "positions_angstrom": [[1.74, 0.10, 0.72], [0.44, -0.15, 0.28], [-0.19, -1.23, -0.19], [-1.47, -0.88, -0.61], [-1.59, 0.47, -0.52], [-2.48, 1.11, -1.00], [-0.45, 0.93, 0.15], [2.12, 0.92, 0.25], [2.35, -0.68, 0.51], [0.11, -2.23, -0.46], [-0.58, 1.63, 0.87]],
  "nbo_charge": [-0.804, 0.265, -0.039, -0.457, 0.867, -0.583, -0.647, 0.380, 0.382, 0.213, 0.423],
  "lumo_energy_ev": 0.670,
  "gap_ev": 9.100,
  "total_energy_ev": -10250.833,
  "de_lowest_kj_mol": 138.15,
  "smiles": "Nc1coc(=O)[nH]1"
}

{
  "formula": "C30H20ClN2O6PSr",
  "method": "ωB97M-V with the def2-TZVPD basis set",
  "symbols": ["Sr", "O", "C", "O", "C", "C", "C", "C", "C", "C", "P", "C", "C", "C", "C", "C", "C", "C", "C", "C", "C", "C", "C", "H", "H", "H", "H", "H", "H", "H", "H", "H", "H", "H", "H", "H", "H", "O", "C", "O", "C", "C", "Cl", "N", "N", "C", "C", "O", "O", "C", "C", "C", "C", "C", "C", "H", "H", "H", "H", "H", "H"],
  "positions_angstrom": [[1.68, 1.27, -2.55], [4.08, 1.18, -1.95], [3.69, 0.21, -1.24], [2.88, -0.67, -1.65], [4.02, 0.21, 0.23], [5.33, 0.09, 0.67], [5.61, 0.10, 2.02], [4.58, 0.27, 2.94], [3.28, 0.42, 2.50], [2.97, 0.39, 1.14], [1.26, 0.68, 0.52], [0.39, -0.88, 0.86], [-1.00, -0.85, 0.99], [-1.71, -2.02, 1.21], [-1.04, -3.24, 1.29], [0.34, -3.27, 1.13], [1.05, -2.10, 0.92], [0.49, 1.83, 1.71], [0.35, 3.16, 1.31], [-0.25, 4.09, 2.15], [-0.72, 3.69, 3.39], [-0.60, 2.37, 3.79], [0.00, 1.44, 2.95], [6.12, -0.01, -0.06], [6.63, -0.01, 2.36], [4.80, 0.29, 4.00], [2.49, 0.59, 3.23], [-1.53, 0.09, 0.95], [-2.79, -1.98, 1.32], [-1.59, -4.15, 1.45], [0.86, -4.22, 1.18], [2.13, -2.14, 0.80], [0.70, 3.46, 0.33], [-0.36, 5.11, 1.82], [-1.20, 4.41, 4.04], [-0.99, 2.05, 4.75], [0.06, 0.40, 3.26], [-2.52, 4.01, -1.15], [-3.32, 2.95, -1.25], [-4.46, 2.97, -0.87], [-2.72, 1.73, -1.88], [-3.14, 0.43, -1.66], [-4.39, -0.15, -0.68], [-2.28, -0.40, -2.31], [-1.34, 0.30, -2.97], [-1.61, 1.58, -2.74], [-0.54, 2.52, -3.19], [-0.19, 3.40, -2.37], [0.15, 2.17, -4.18], [-2.25, -1.83, -2.37], [-1.04, -2.47, -2.16], [-0.99, -3.85, -2.25], [-2.13, -4.58, -2.53], [-3.34, -3.92, -2.73], [-3.40, -2.54, -2.66], [-1.60, 3.81, -1.44], [-0.16, -1.89, -1.91], [-0.04, -4.35, -2.08], [-2.09, -5.66, -2.59], [-4.23, -4.48, -2.96], [-4.33, -2.02, -2.85]],
  "nbo_charge": [1.835, -0.785, 0.722, -0.798, -0.037, -0.205, -0.191, -0.210, -0.184, -0.352, 0.751, -0.366, -0.225, -0.202, -0.203, -0.227, -0.142, -0.384, -0.182, -0.203, -0.186, -0.231, -0.140, 0.224, 0.219, 0.218, 0.220, 0.225, 0.223, 0.218, 0.217, 0.223, 0.222, 0.225, 0.219, 0.218, 0.212, -0.680, 0.783, -0.570, -0.282, 0.174, 0.098, -0.210, -0.269, 0.043, 0.707, -0.750, -0.772, 0.201, -0.226, -0.187, -0.207, -0.205, -0.224, 0.514, 0.232, 0.222, 0.219, 0.221, 0.229],
  "lumo_energy_ev": 0.207,
  "gap_ev": 9.209,
  "total_energy_ev": -69351.308,
  "de_lowest_kj_mol": 75.23
}

{
  "formula": "ClH40O20",
  "method": "ωB97M-V with the def2-TZVPD basis set",
  "symbols": ["Cl", "O", "H", "H", "O", "H", "H", "O", "H", "H", "O", "H", "H", "O", "H", "H", "O", "H", "H", "O", "H", "H", "O", "H", "H", "O", "H", "H", "O", "H", "H", "O", "H", "H", "O", "H", "H", "O", "H", "H", "O", "H", "H", "O", "H", "H", "O", "H", "H", "O", "H", "H", "O", "H", "H", "O", "H", "H", "O", "H", "H"],
  "positions_angstrom": [[-0.19, 0.19, -0.01], [-1.22, 2.99, -1.17], [-2.05, 2.58, -1.40], [-0.68, 2.26, -0.84], [1.08, -1.89, 2.33], [1.48, -2.64, 1.89], [0.77, -1.34, 1.61], [-1.17, 1.56, -4.60], [-1.76, 0.93, -5.01], [-1.53, 1.69, -3.72], [0.75, 1.91, 2.53], [0.59, 1.35, 1.77], [0.67, 2.80, 2.18], [-3.98, 2.25, -2.33], [-4.46, 2.08, -3.14], [-4.53, 1.86, -1.65], [3.68, -3.05, -1.25], [3.87, -3.90, -0.87], [2.73, -2.96, -1.18], [2.96, 1.45, 4.07], [3.03, 0.57, 4.44], [2.15, 1.43, 3.56], [1.28, 2.10, -2.93], [0.56, 2.15, -3.57], [1.01, 1.41, -2.32], [-1.67, 1.98, 3.76], [-1.99, 1.36, 3.11], [-0.72, 1.98, 3.66], [-0.09, 5.34, -1.06], [0.24, 5.66, -1.90], [-0.57, 4.54, -1.27], [0.49, -3.02, -1.70], [0.19, -2.13, -1.50], [0.03, -3.58, -1.08], [1.63, -4.33, 0.91], [2.52, -4.67, 0.87], [1.10, -5.08, 1.20], [3.74, 3.12, 0.35], [3.59, 2.18, 0.37], [4.13, 3.29, -0.50], [-3.24, -3.86, -1.49], [-2.93, -3.31, -0.77], [-3.92, -4.41, -1.10], [-2.28, -2.65, 3.19], [-1.68, -2.75, 3.92], [-3.07, -3.12, 3.47], [-0.09, -3.19, -4.38], [-0.91, -3.67, -4.31], [0.19, -3.05, -3.48], [1.24, 4.34, 1.18], [2.04, 4.02, 0.75], [0.85, 4.93, 0.53], [-3.12, -0.05, 2.01], [-2.59, 0.02, 1.21], [-2.76, -0.81, 2.46], [-1.50, -2.72, 0.38], [-1.41, -2.76, 1.33], [-1.20, -1.84, 0.14], [3.15, 0.45, 0.44], [3.23, -0.37, 0.93], [2.32, 0.37, -0.04]],
  "nbo_charge": [-0.916, -0.982, 0.487, 0.505, -0.987, 0.481, 0.486, -0.953, 0.475, 0.481, -1.008, 0.495, 0.519, -0.951, 0.474, 0.481, -0.941, 0.445, 0.493, -0.969, 0.448, 0.500, -0.955, 0.479, 0.472, -0.992, 0.476, 0.489, -0.983, 0.462, 0.506, -0.977, 0.494, 0.502, -0.942, 0.472, 0.478, -0.972, 0.504, 0.463, -0.965, 0.498, 0.454, -0.955, 0.491, 0.478, -0.973, 0.458, 0.493, -1.007, 0.498, 0.497, -0.972, 0.484, 0.486, -1.015, 0.502, 0.496, -0.967, 0.487, 0.493],
  "lumo_energy_ev": 1.634,
  "gap_ev": 8.957,
  "total_energy_ev": -54128.153,
  "charge": -1,
  "de_lowest_kj_mol": 0.00
}